# C26H43N2OPS2V

A molecular structure, C26H43N2OPS2V (ωB97M-V with the def2-TZVPD basis set, the Open Molecules 2025 dataset).

The spin multiplicity is 2. As for the charge: +4. The value obtained for the calculated total energy is -89296.0966 eV. The value obtained for the gap between HOMO and LUMO (spin up / spin down) is 0.216 / 0.244 hartree. For the HOMO energy (spin up / spin down), the calculation gives -20.121 / -20.120 eV. For the largest force on an atom, the calculation gives 0.27 eV Å⁻¹.

Last column: Löwdin charge in e.
Atoms and positions in Å:
V  0.19  -0.92  -0.12  0.579
C  0.04  -4.24  1.13  0.029
C  0.13  -3.34  -0.07  -0.260
C  1.38  -2.93  -0.58  -0.004
C  1.49  -2.19  -1.76  -0.248
C  2.83  -1.87  -2.33  0.019
C  0.29  -1.75  -2.38  -0.028
C  -0.98  -2.20  -1.94  -0.245
C  -2.20  -1.99  -2.78  0.020
C  -1.03  -2.92  -0.75  -0.031
H  -0.78  -3.95  1.78  0.081
H  0.97  -4.27  1.69  0.110
H  -0.17  -5.25  0.77  0.137
H  2.28  -3.24  -0.07  0.165
H  3.41  -1.21  -1.67  0.103
H  2.76  -1.42  -3.32  0.110
H  3.41  -2.80  -2.42  0.128
H  0.36  -1.18  -3.30  0.149
H  -3.11  -1.98  -2.19  0.094
H  -2.26  -2.84  -3.47  0.138
H  -2.14  -1.10  -3.40  0.084
H  -2.00  -3.25  -0.37  0.150
C  -2.67  1.43  -2.25  -0.099
C  -1.20  1.48  -2.67  -0.341
P  0.00  1.28  -1.32  1.016
C  -0.44  2.46  0.00  -0.365
C  -0.31  3.93  -0.42  -0.082
C  1.67  1.66  -1.94  -0.328
C  1.72  2.67  -3.09  -0.087
H  -3.30  1.64  -3.11  0.111
H  -2.91  2.19  -1.50  0.083
H  -2.95  0.45  -1.88  0.037
H  -0.96  2.47  -3.08  0.103
H  -0.97  0.77  -3.46  0.085
H  0.21  2.25  0.85  0.051
H  -1.46  2.23  0.31  0.076
H  0.72  4.20  -0.64  0.079
H  -0.65  4.56  0.40  0.103
H  -0.92  4.17  -1.29  0.088
H  2.14  0.73  -2.26  0.063
H  2.23  2.01  -1.07  0.078
H  1.26  2.28  -4.00  0.088
H  2.77  2.88  -3.32  0.103
H  1.24  3.62  -2.84  0.078
C  3.49  -0.73  2.61  -0.170
S  2.10  0.35  2.31  1.121
O  1.54  -0.26  0.92  -0.656
C  2.81  1.89  1.96  -0.446
C  2.22  2.97  2.63  -0.073
C  2.79  4.23  2.49  -0.014
C  3.92  4.39  1.70  0.013
C  4.50  3.31  1.03  -0.014
C  3.95  2.05  1.16  -0.067
H  4.18  -0.73  1.77  0.075
H  3.10  -1.72  2.83  0.076
H  3.98  -0.32  3.50  0.103
H  1.36  2.82  3.27  0.125
H  2.37  5.07  3.03  0.136
H  4.37  5.37  1.61  0.139
H  5.39  3.46  0.43  0.135
H  4.42  1.21  0.67  0.119
C  -2.71  -2.60  3.71  0.014
N  -3.35  -2.06  2.52  -0.105
C  -4.79  -2.30  2.28  -0.031
C  -5.09  -1.47  1.02  -0.049
N  -3.74  -1.00  0.63  0.068
C  -2.85  -1.32  1.57  -0.617
S  -1.20  -0.68  1.63  0.883
H  -2.84  -3.69  3.73  0.119
H  -3.19  -2.18  4.60  0.124
H  -1.65  -2.36  3.72  0.071
H  -5.36  -1.98  3.15  0.152
H  -4.96  -3.37  2.13  0.148
H  -5.73  -0.61  1.23  0.143
H  -5.53  -2.06  0.23  0.136
H  -3.61  -0.19  0.05  0.123

# C26H43N3O10

6 unconnected molecules or ions with the total composition C26H43N3O10 (ωB97M-V with the def2-TZVPD basis set, the Open Molecules 2025 dataset).

As for the charge: 0. The value obtained for the calculated total energy is -52593.0015 eV. The SMILES is O=[N+]([O-])c1ccccc1.O=[N+]([O-])c1ccccc1.COCCOC.COCCOC.COCCOC.CC#N. The value obtained for the gap between HOMO and LUMO is 0.309 hartree. For the HOMO energy, the calculation gives -9.350 eV. For the largest force on an atom, the calculation gives 4.80 eV Å⁻¹.

Last column: Löwdin charge in e.
Atoms and positions in Å:
O  -3.55  0.93  -1.57  0.066
N  -2.98  1.87  -1.01  -0.322
O  -3.19  3.06  -1.24  0.069
C  -1.81  1.58  -0.17  -0.146
C  -1.09  2.58  0.44  -0.013
C  0.03  2.29  1.24  -0.048
C  0.35  0.94  1.49  -0.090
C  -0.40  -0.05  0.95  -0.079
C  -1.48  0.24  0.09  0.022
H  -1.25  3.64  0.31  0.122
H  0.63  3.05  1.71  0.093
H  1.18  0.79  2.17  0.101
H  -0.08  -1.08  1.01  0.099
H  -1.96  -0.65  -0.29  0.101
O  0.52  5.58  3.11  0.064
N  1.43  6.04  2.43  -0.349
O  1.27  6.47  1.31  0.086
C  2.70  6.37  3.09  -0.132
C  3.81  6.76  2.34  -0.023
C  4.97  7.13  2.93  -0.080
C  5.11  7.20  4.30  -0.072
C  4.02  6.87  5.05  -0.079
C  2.81  6.45  4.49  0.015
H  3.72  6.77  1.27  0.120
H  5.77  7.50  2.30  0.112
H  6.02  7.61  4.70  0.114
H  4.12  6.88  6.13  0.109
H  1.96  6.33  5.13  0.117
C  -3.71  -3.80  1.22  -0.126
O  -3.78  -2.48  1.71  -0.180
C  -4.49  -1.58  0.87  -0.170
C  -6.10  -1.72  0.87  -0.147
O  -6.55  -2.99  0.36  -0.204
C  -7.94  -2.96  0.06  -0.116
H  -3.29  -4.45  1.98  0.088
H  -3.10  -3.92  0.32  0.072
H  -4.60  -4.31  0.86  0.078
H  -4.05  -1.69  -0.12  0.106
H  -4.14  -0.60  1.18  0.111
H  -6.45  -0.87  0.28  0.113
H  -6.54  -1.59  1.86  0.118
H  -8.39  -3.95  0.04  0.086
H  -8.09  -2.39  -0.86  0.088
H  -8.55  -2.48  0.82  0.078
C  2.97  -1.79  -3.66  -0.148
O  2.70  -1.16  -2.44  -0.220
C  3.73  -1.48  -1.47  -0.134
C  3.31  -0.90  -0.07  -0.153
O  4.18  -1.60  0.85  -0.201
C  3.83  -1.52  2.23  -0.113
H  2.77  -2.85  -3.83  0.088
H  3.97  -1.56  -4.02  0.088
H  2.33  -1.29  -4.38  0.091
H  4.63  -0.95  -1.78  0.121
H  3.90  -2.56  -1.57  0.127
H  2.29  -1.03  0.29  0.092
H  3.60  0.15  -0.03  0.120
H  2.92  -2.11  2.38  0.080
H  3.54  -0.59  2.73  0.072
H  4.64  -1.86  2.87  0.087
C  0.85  -4.82  -0.11  -0.072
O  0.54  -4.41  -1.45  -0.166
C  -0.01  -3.16  -1.58  -0.237
C  -0.36  -2.82  -3.02  -0.176
O  -1.30  -3.73  -3.51  -0.178
C  -1.60  -3.64  -4.82  -0.147
H  1.14  -5.87  -0.19  0.091
H  0.11  -4.60  0.65  0.085
H  1.76  -4.30  0.19  0.074
H  0.66  -2.41  -1.15  0.102
H  -0.92  -3.14  -0.97  0.111
H  0.56  -2.96  -3.59  0.106
H  -0.84  -1.84  -3.06  0.121
H  -2.21  -4.50  -5.07  0.091
H  -0.71  -3.83  -5.42  0.089
H  -2.13  -2.71  -5.05  0.096
C  1.44  1.96  -2.20  -0.047
C  0.33  1.44  -3.07  -0.237
N  -0.55  1.02  -3.76  0.125
H  1.69  1.07  -1.63  0.049
H  1.10  2.80  -1.59  0.071
H  2.28  2.20  -2.86  0.082